Entry 1:
This record from OMol25 describes C39H46CuP2 as an isolated structure. The level of theory is ωB97M-V with the def2-TZVPD basis set.

Geometry (Å):
Cu -2.539 1.217 1.818
C 1.463 1.311 5.537
C 2.123 1.125 4.368
C 2.520 -0.194 3.781
C 1.293 -1.045 3.374
C 0.769 -1.943 4.458
C 0.953 -1.860 5.781
C 1.958 -1.068 6.561
C 1.701 0.474 6.774
C -3.891 1.493 0.453
H 0.893 2.237 5.733
H 2.560 1.953 3.751
H 3.170 -0.749 4.458
H 3.128 0.009 2.883
H 0.520 -0.357 2.995
H 1.512 -1.626 2.466
H 0.134 -2.732 4.059
H 0.297 -2.406 6.468
H 2.984 -1.253 6.204
H 1.924 -1.479 7.591
H 0.839 0.605 7.458
H 2.595 0.831 7.334
H -4.636 1.975 1.125
H -4.353 0.679 -0.141
H -3.401 2.184 -0.254
P 0.492 1.216 -3.253
P -0.628 -1.577 -3.515
C 1.669 -0.162 -3.147
C 1.182 -1.381 -3.484
C 1.359 2.086 -4.650
C 2.687 1.844 -5.038
C 3.281 2.599 -6.060
C 2.537 3.568 -6.735
C 1.194 3.762 -6.404
C 0.600 3.017 -5.384
C 0.993 2.149 -1.751
C 0.509 1.638 -0.530
C 0.911 2.234 0.662
C 1.794 3.321 0.651
C 2.268 3.821 -0.567
C 1.869 3.239 -1.773
C -0.610 -2.581 -5.113
C -0.143 -1.937 -6.277
C 0.086 -2.660 -7.450
C -0.182 -4.035 -7.490
C -0.726 -4.658 -6.365
C -0.971 -3.931 -5.191
C -0.837 -2.896 -2.250
C -2.154 -3.236 -1.883
C -2.367 -4.287 -0.995
C -1.289 -5.007 -0.462
C 0.016 -4.641 -0.805
C 0.242 -3.578 -1.678
H 2.688 0.027 -2.781
H 1.813 -2.252 -3.700
H 3.276 1.072 -4.547
H 4.327 2.436 -6.319
H 3.006 4.174 -7.510
H 0.609 4.518 -6.928
H -0.449 3.163 -5.118
H -0.152 0.765 -0.539
H 0.543 1.859 1.620
H 2.114 3.771 1.596
H 2.966 4.661 -0.581
H 2.269 3.605 -2.723
H 0.070 -0.864 -6.242
H 0.487 -2.166 -8.336
H 0.030 -4.606 -8.398
H -0.951 -5.726 -6.392
H -1.419 -4.420 -4.323
H -2.996 -2.689 -2.313
H -3.385 -4.570 -0.732
H -1.470 -5.865 0.193
H 0.861 -5.207 -0.409
H 1.264 -3.303 -1.933
C -4.736 1.974 5.449
C -3.334 2.244 4.889
C -2.324 2.192 6.051
C -2.923 1.214 3.821
H -4.819 0.920 5.771
H -5.459 2.224 4.671
H -4.943 2.624 6.315
H -3.322 3.252 4.454
H -2.290 1.149 6.402
H -1.330 2.490 5.704
H -2.561 2.831 6.916
H -3.741 0.483 3.680
H -2.018 0.709 4.195

Values from the calculation:
Molar mass   640.29 g mol⁻¹
Multiplicity   2
<S²>   0.76
Relative energy (zero: lowest compared OMol25 entry of this formula, charge and spin)   0.0 kcal/mol
E_HOMO (alpha / beta)   -7.604 / -7.604 eV
Kohn-Sham gap (alpha / beta)   8.1 / 6.6 eV
F_max   1.7 eV Å⁻¹

=====

Entry 2:
This record from OMol25 describes C39H47CoN4O6 as an isolated structure. The level of theory is ωB97M-V with the def2-TZVPD basis set.

Geometry (Å):
Co -0.116 0.080 -1.428
C -1.064 -2.884 4.687
C -1.274 -3.903 3.566
C -2.744 -4.355 3.603
C -0.359 -5.108 3.833
C -0.966 -3.318 2.190
C -0.538 -2.023 2.023
C -0.324 -1.538 0.724
N 0.033 -0.288 0.350
C 0.351 0.808 1.111
C 0.917 0.841 2.380
C 1.152 2.068 2.971
C 0.725 3.217 2.295
C 0.156 3.233 1.024
C 0.062 1.993 0.373
O -0.293 1.793 -0.889
C -0.299 4.579 0.444
C 0.920 5.500 0.281
C -1.290 5.211 1.437
C -1.008 4.481 -0.911
C 1.858 2.207 4.317
C 0.888 2.805 5.347
C 3.078 3.129 4.157
C 2.355 0.857 4.840
C -0.608 -2.334 -0.425
O -0.520 -1.718 -1.585
C -0.994 -3.682 -0.256
C -1.151 -4.124 1.046
C -1.272 -4.574 -1.465
C -0.036 -4.617 -2.378
C -1.604 -6.007 -1.046
C -2.478 -4.009 -2.237
H -1.313 -3.346 5.644
H -0.025 -2.551 4.734
H -1.707 -2.011 4.556
H -2.996 -4.743 4.593
H -3.402 -3.513 3.381
H -2.939 -5.139 2.871
H -0.563 -5.522 4.824
H -0.514 -5.898 3.097
H 0.688 -4.806 3.793
H -0.392 -1.357 2.861
H 1.220 -0.086 2.845
H 0.867 4.171 2.787
H 1.429 5.663 1.233
H 1.634 5.055 -0.414
H 0.605 6.468 -0.114
H -0.819 5.430 2.397
H -1.683 6.145 1.030
H -2.127 4.533 1.615
H -0.341 4.113 -1.687
H -1.865 3.811 -0.871
H -1.361 5.474 -1.200
H 0.532 3.786 5.030
H 0.021 2.154 5.472
H 1.381 2.917 6.316
H 2.786 4.137 3.862
H 3.623 3.197 5.102
H 3.752 2.735 3.394
H 1.523 0.183 5.053
H 3.021 0.383 4.117
H 2.912 1.006 5.767
H -1.450 -5.151 1.199
H 0.815 -5.046 -1.844
H -0.242 -5.234 -3.256
H 0.233 -3.618 -2.711
H -0.788 -6.452 -0.472
H -2.519 -6.046 -0.451
H -1.759 -6.613 -1.940
H -2.271 -3.001 -2.589
H -2.700 -4.641 -3.100
H -3.359 -3.980 -1.593
N 2.501 0.938 -3.626
C 2.834 0.694 -2.337
O 2.014 0.165 -1.536
C 4.154 1.030 -1.916
C 5.069 1.583 -2.830
N 5.796 2.061 -3.595
C 4.592 0.776 -0.602
N 4.968 0.570 0.472
H 1.527 0.842 -3.865
H 3.116 1.473 -4.214
O -2.948 2.828 -5.472
C -2.061 2.028 -6.085
C -1.892 2.136 -7.466
C -1.010 1.302 -8.127
C -0.291 0.334 -7.433
C -0.444 0.233 -6.062
C -1.302 1.086 -5.372
C -1.410 1.041 -3.876
O -2.357 1.605 -3.314
O -0.487 0.384 -3.272
H -2.958 2.535 -4.524
H -2.472 2.875 -8.002
H -0.886 1.401 -9.198
H 0.387 -0.329 -7.954
H 0.096 -0.520 -5.503

Values from the calculation:
Molar mass   726.76 g mol⁻¹
Multiplicity   4
<S²>   3.80
Relative energy (zero: lowest compared OMol25 entry of this formula, charge and spin)   7.7 kcal/mol
E_HOMO (alpha / beta)   -5.005 / -4.987 eV
Kohn-Sham gap (alpha / beta)   6.6 / 5.2 eV
F_max   1.3 eV Å⁻¹
Total charge   -1

=====

- F_max of number 1 (C39H46CuP2)?
  1.7 eV Å⁻¹